Record 1
Density functional theory data (ωB97M-V/def2-TZVPD) for a molecular structure, C19H43OP3SeTb at a distorted geometry.

Geometry as XYZ:
```
68
Properties=species:S:1:pos:R:3:lowdin_charge:R:1
Tb -0.778 0.608 1.290 1.290
P -2.734 -0.410 -0.692 0.717
P -0.175 -2.240 1.589 0.752
P 0.019 2.024 -1.082 0.723
H 2.397 0.029 2.013 0.092
C 1.626 0.744 1.695 -0.133
C 0.790 1.266 2.728 -0.193
H 0.581 0.656 3.638 0.124
C -2.355 -1.413 -2.170 -0.221
C -3.837 -1.449 0.310 -0.256
C -3.791 0.956 -1.296 -0.240
C 1.478 -2.722 2.247 -0.240
C -1.286 -2.782 2.974 -0.254
C -0.454 -3.599 0.356 -0.247
C 1.719 2.745 -1.209 -0.238
C -0.990 3.569 -1.148 -0.240
C -0.162 1.432 -2.813 -0.252
H 1.991 1.284 0.786 0.044
H 0.445 2.328 2.756 0.112
H -3.235 -1.825 -2.679 0.084
H -1.693 -2.239 -1.889 0.034
H -1.784 -0.816 -2.886 0.033
H -4.695 -1.864 -0.233 0.083
H -4.224 -0.879 1.166 0.044
H -3.266 -2.284 0.738 0.018
H -4.754 0.633 -1.716 0.083
H -3.273 1.561 -2.051 0.033
H -3.994 1.637 -0.458 0.032
H 1.405 -3.532 2.984 0.077
H 1.944 -1.853 2.721 0.019
H 2.139 -3.032 1.430 0.056
H -1.197 -3.857 3.200 0.080
H -2.335 -2.577 2.717 0.029
H -1.049 -2.219 3.888 0.053
H -0.247 -4.593 0.762 0.080
H 0.200 -3.449 -0.508 -0.011
H -1.485 -3.589 -0.004 0.030
H 1.668 3.694 -1.759 0.073
H 2.375 2.024 -1.713 0.058
H 2.089 2.928 -0.195 0.037
H -0.383 4.379 -1.587 0.071
H -1.287 3.850 -0.122 0.037
H -1.890 3.375 -1.756 0.049
H 0.277 2.158 -3.524 0.089
H -1.234 1.305 -3.039 0.031
H 0.374 0.470 -2.914 0.011
C 3.976 -1.549 -2.174 -0.645
C 4.836 -1.329 -1.098 -0.141
C 6.168 -1.043 -1.362 -0.067
C 6.617 -0.890 -2.679 -0.045
C 5.730 -1.029 -3.757 -0.046
C 4.421 -1.377 -3.480 -0.138
Se 2.119 -1.748 -1.932 0.885
H 2.270 -0.350 -1.402 -0.141
H 4.418 -1.331 -0.100 0.084
H 6.879 -0.941 -0.529 0.122
H 7.664 -0.645 -2.856 0.120
H 6.039 -0.869 -4.794 0.126
H 3.678 -1.477 -4.262 0.095
C -3.902 2.896 3.577 -0.023
C -3.243 2.106 2.461 -0.231
O -1.877 1.702 2.946 -0.291
H -3.897 2.287 4.479 0.107
H -4.931 3.131 3.301 0.114
H -3.350 3.823 3.731 0.104
H -3.775 1.178 2.203 0.107
H -3.118 2.679 1.517 0.111
H -1.655 2.343 3.666 0.141
```

As for the charge: +3. As for the expectation value of S²: 12.68. For the HOMO-LUMO gap (alpha / beta), the calculation gives 3.71 / 3.88 eV. As for the multiplicity: 7. The value obtained for the LUMO energy (alpha / beta) is -11.78 / -11.62 eV. For the highest occupied orbital energy (alpha / beta), the calculation gives -15.50 / -15.50 eV.


Record 2
Density functional theory data (ωB97M-V/def2-TZVPD) for a molecular structure, C19H43P3S2Ti at a distorted geometry.

Geometry as XYZ:
```
68
Properties=species:S:1:pos:R:3:lowdin_charge:R:1
Ti -1.031 -1.725 0.152 0.451
P 0.573 0.154 1.282 0.777
P 2.382 0.932 -3.771 0.893
P -1.793 -2.685 2.191 0.778
H -0.257 -3.633 -1.488 0.056
C -0.972 -3.568 -0.661 -0.262
C -2.259 -2.967 -0.975 -0.293
H -2.514 -2.782 -2.034 0.083
C 2.195 -0.372 1.962 -0.239
C 1.016 1.742 0.472 -0.244
C -0.237 0.858 2.773 -0.246
C 3.416 1.252 -5.210 -0.182
C 1.292 2.308 -3.374 -0.184
C 3.350 0.416 -2.361 -0.206
C -2.687 -4.264 2.378 -0.198
C -2.876 -1.455 2.981 -0.218
C -0.347 -2.898 3.286 -0.212
H -0.878 -4.372 0.091 0.072
H -3.149 -3.203 -0.385 0.073
H 2.610 0.418 2.612 0.078
H 2.891 -0.574 1.134 0.046
H 2.052 -1.291 2.546 0.037
H 1.286 2.474 1.250 0.077
H 0.159 2.125 -0.100 0.037
H 1.869 1.616 -0.202 0.012
H 0.431 1.625 3.186 0.074
H -0.412 0.085 3.528 0.033
H -1.193 1.320 2.496 0.041
H 3.497 2.328 -5.432 0.080
H 3.005 0.730 -6.090 0.076
H 4.409 0.836 -4.986 0.075
H 1.726 3.192 -3.864 0.078
H 1.235 2.472 -2.288 0.039
H 0.282 2.127 -3.771 0.060
H 4.277 0.993 -2.348 0.085
H 3.598 -0.647 -2.418 0.053
H 2.808 0.573 -1.427 0.019
H -2.629 -4.586 3.423 0.074
H -2.283 -5.080 1.758 0.070
H -3.743 -4.120 2.111 0.073
H -2.982 -1.717 4.045 0.087
H -3.866 -1.510 2.502 0.075
H -2.507 -0.426 2.913 0.012
H -0.572 -3.728 3.965 0.072
H -0.145 -2.001 3.877 0.048
H 0.550 -3.156 2.710 0.051
C 1.855 -2.589 -3.063 -0.611
C 2.349 -2.913 -1.782 -0.147
C 3.300 -3.926 -1.652 -0.049
C 3.779 -4.571 -2.794 -0.031
C 3.310 -4.252 -4.069 -0.030
C 2.329 -3.277 -4.199 -0.084
S 0.644 -1.339 -3.355 0.847
H 1.449 -0.519 -4.056 -0.229
H 1.973 -2.386 -0.901 0.081
H 3.658 -4.194 -0.655 0.123
H 4.516 -5.362 -2.667 0.128
H 3.701 -4.800 -4.937 0.135
H 1.901 -3.018 -5.168 0.116
C -2.989 1.255 0.173 -0.290
S -2.453 -0.193 -0.799 0.754
C -2.522 0.330 -2.562 -0.270
H -3.222 0.922 1.197 0.038
H -3.901 1.655 -0.301 0.076
H -2.172 1.991 0.165 0.039
H -3.555 0.640 -2.773 0.074
H -1.817 1.163 -2.676 0.039
H -2.236 -0.504 -3.215 0.031
```

As for the charge: +3. As for the expectation value of S²: 0.76. For the HOMO-LUMO gap (alpha / beta), the calculation gives 6.97 / 6.60 eV. As for the multiplicity: 2. As for the relative energy (zero: lowest compared OMol25 entry of this formula, charge and spin): 122.57 kJ/mol. The value obtained for the LUMO energy (alpha / beta) is -9.42 / -10.44 eV. For the highest occupied orbital energy (alpha / beta), the calculation gives -16.39 / -17.04 eV.


Record 3
Density functional theory data (ωB97M-V/def2-TZVPD) for a molecular structure, C19H44ClNNdP2S at a distorted geometry.

Geometry as XYZ:
```
69
Properties=species:S:1:pos:R:3:lowdin_charge:R:1
Nd 0.475 0.248 0.297 0.723
Cl -2.035 1.035 0.571 -0.291
P 1.705 2.043 2.023 0.945
C 0.748 2.348 3.594 -0.532
C 3.448 1.326 2.355 -0.527
C 1.656 3.574 0.959 -0.549
C -0.135 1.133 3.974 -0.150
H 0.055 3.182 3.370 0.113
C 1.708 2.783 4.710 -0.134
H 2.428 1.988 4.944 0.065
H 1.160 3.013 5.636 0.075
H 2.261 3.695 4.436 0.060
H -0.893 0.941 3.197 0.007
H -0.665 1.337 4.921 0.077
H 0.461 0.213 4.106 0.053
H 0.571 3.807 0.935 0.107
C 2.099 3.387 -0.513 -0.128
C 2.390 4.696 1.709 -0.137
H 1.826 5.012 2.599 0.065
H 2.512 5.593 1.084 0.074
H 3.395 4.383 2.026 0.072
H 1.947 2.366 -0.917 0.016
H 3.160 3.667 -0.663 0.074
H 1.490 4.055 -1.155 0.087
C 3.224 -0.087 2.945 -0.132
H 4.006 1.925 3.102 0.097
C 4.287 1.276 1.069 -0.113
H 2.669 -0.078 3.896 0.059
H 4.193 -0.584 3.135 0.086
H 2.668 -0.719 2.234 0.033
H 3.825 0.605 0.326 0.066
H 5.282 0.867 1.283 0.083
H 4.433 2.256 0.614 0.056
H 0.114 -1.081 1.746 -0.199
H 0.183 0.630 -1.632 -0.204
P -2.370 -1.800 -2.011 1.005
C -3.360 -0.536 -2.864 -0.565
C -1.318 -2.903 -3.044 -0.568
C -3.231 -2.439 -0.539 -0.571
C -2.559 0.762 -3.126 -0.158
H -4.162 -0.274 -2.148 0.108
C -3.989 -1.157 -4.110 -0.148
H -3.228 -1.466 -4.839 0.066
H -4.651 -0.415 -4.573 0.064
H -4.608 -2.023 -3.830 0.061
H -2.254 1.221 -2.178 -0.009
H -3.159 1.502 -3.683 0.067
H -1.638 0.580 -3.696 0.048
H -3.641 -1.515 -0.075 0.078
C -2.332 -3.099 0.544 -0.139
C -4.398 -3.313 -1.041 -0.155
H -5.179 -2.681 -1.503 0.063
H -4.845 -3.825 -0.176 0.060
H -4.051 -4.068 -1.765 0.068
H -1.264 -2.846 0.462 0.021
H -2.431 -4.201 0.548 0.066
H -2.659 -2.746 1.542 0.074
C -0.325 -2.010 -3.823 -0.137
H -1.997 -3.431 -3.746 0.088
C -0.548 -3.912 -2.175 -0.119
H -0.825 -1.297 -4.485 0.050
H 0.345 -2.618 -4.455 0.077
H 0.285 -1.447 -3.107 0.037
H 0.176 -3.376 -1.536 0.063
H 0.019 -4.608 -2.802 0.075
H -1.204 -4.511 -1.549 0.054
S 3.982 -2.926 -1.623 0.499
C 2.828 -2.058 -0.993 -1.041
N 1.938 -1.395 -0.517 -0.173
```

As for the charge: -1. As for the expectation value of S²: 3.75. For the HOMO-LUMO gap (alpha / beta), the calculation gives 5.58 / 5.58 eV. As for the multiplicity: 4. As for the relative energy (zero: lowest compared OMol25 entry of this formula, charge and spin): 0.00 kJ/mol. The value obtained for the LUMO energy (alpha / beta) is 2.36 / 2.36 eV. For the highest occupied orbital energy (alpha / beta), the calculation gives -3.22 / -3.22 eV.